Molecular formula: C35H27F5INO3PS2Sn
Method: DFT, ωB97M-V/def2-TZVPD

Energy above the lowest of the compared OMol25 structures with the same formula, charge and spin (kcal per mole): 0.00
E_HOMO (eV): -4.46
E_LUMO (hartree): 0.073
Kohn-Sham gap (Eh): 0.23651
Net charge: -1

```
76
Properties=species:S:1:pos:R:3:forces:R:3
Sn 0.076 -0.341 0.258 -0.2 0.2 -0.1
C -3.244 2.506 -0.243 -0.1 -0.1 0.0
C -2.415 3.163 0.652 0.0 0.0 0.1
C -2.108 2.576 1.875 0.0 0.1 -0.1
C -2.624 1.331 2.200 0.0 -0.1 0.0
C -3.478 0.684 1.315 0.0 0.0 -0.1
C -3.787 1.270 0.095 0.0 0.0 -0.1
H -3.467 2.950 -1.205 0.0 0.0 0.0
H -1.988 4.125 0.395 0.0 0.0 0.0
H -1.446 3.081 2.567 0.0 0.0 0.0
H -2.342 0.850 3.129 0.0 0.0 0.0
H -3.886 -0.287 1.568 0.0 0.0 0.0
H -4.432 0.754 -0.607 0.0 0.0 0.0
F 6.955 -2.466 0.034 0.0 0.0 0.0
C 5.628 -2.442 -0.177 0.0 0.0 0.0
C 4.749 -2.558 0.884 0.0 0.0 0.0
F 5.230 -2.702 2.129 0.0 0.0 0.0
C 3.388 -2.514 0.656 0.0 0.0 0.0
F 2.588 -2.649 1.714 0.0 0.0 0.0
C 2.849 -2.356 -0.621 0.0 0.0 0.2
S 1.123 -2.412 -0.908 0.0 -0.1 0.0
C 3.764 -2.230 -1.659 0.0 0.0 -0.1
F 3.343 -2.064 -2.914 0.0 0.0 0.0
C 5.129 -2.277 -1.454 0.0 0.0 0.0
F 5.982 -2.142 -2.481 0.0 0.0 0.0
S -4.195 -2.570 -0.804 0.0 0.0 0.0
C -3.825 -1.763 -2.296 -0.1 0.0 -0.1
C -4.610 -1.606 -3.435 0.0 0.0 0.0
C -4.081 -0.897 -4.497 0.0 0.0 0.0
C -2.792 -0.355 -4.431 0.0 0.0 0.0
C -2.011 -0.513 -3.304 0.0 0.0 0.0
C -2.536 -1.223 -2.226 0.0 0.0 0.1
N -1.885 -1.453 -1.029 0.0 0.0 -0.1
C -2.608 -2.131 -0.201 0.0 0.0 0.0
C -2.154 -2.423 1.157 0.0 -0.1 0.1
C -2.862 -3.309 1.971 0.0 0.0 0.0
C -2.433 -3.537 3.265 0.0 0.0 0.0
C -1.308 -2.871 3.737 0.1 0.1 0.0
C -0.611 -1.988 2.921 0.0 0.0 0.0
C -1.011 -1.747 1.605 0.1 0.0 0.1
H -5.607 -2.025 -3.488 0.0 0.0 0.0
H -4.674 -0.760 -5.392 0.0 0.0 0.0
H -2.401 0.193 -5.278 0.0 0.0 0.0
H -1.010 -0.107 -3.235 0.0 0.0 0.0
H -3.739 -3.824 1.592 0.0 0.0 0.0
H -2.971 -4.228 3.903 0.0 0.0 0.0
H -0.971 -3.036 4.754 0.0 0.0 0.0
H 0.248 -1.460 3.319 0.0 0.0 0.0
I 1.611 7.311 1.547 0.0 0.0 0.0
C 1.484 5.274 2.010 0.0 0.0 -0.1
C 1.562 4.337 0.991 -0.1 -0.1 0.1
C 1.484 2.986 1.310 0.0 0.0 0.1
C 1.301 2.580 2.627 0.0 -0.1 -0.2
C 1.225 3.537 3.629 0.0 0.1 0.1
C 1.325 4.888 3.332 0.0 0.0 0.1
C 1.089 1.110 2.978 0.0 -0.1 -0.2
O 0.623 0.851 4.082 0.0 0.0 0.2
O 1.399 0.264 2.063 0.1 0.0 0.0
H 1.679 4.644 -0.040 0.0 0.0 0.0
H 1.545 2.240 0.527 0.0 0.0 0.0
H 1.064 3.202 4.646 0.0 0.0 0.0
H 1.270 5.632 4.115 0.0 0.0 0.0
C 6.654 1.064 -0.455 0.0 0.0 0.1
P 4.916 1.366 -0.055 -0.1 0.1 0.0
C 4.705 0.828 1.653 0.0 -0.1 0.0
C 4.826 3.172 0.000 0.0 0.0 0.1
O 3.963 0.757 -1.017 0.0 0.0 0.0
H 7.304 1.525 0.292 0.0 0.0 0.0
H 6.874 1.486 -1.436 0.0 0.0 0.0
H 6.853 -0.007 -0.485 0.0 0.0 0.0
H 5.123 1.549 2.356 0.0 0.0 0.0
H 5.195 -0.135 1.799 0.0 0.0 0.0
H 3.635 0.693 1.843 0.0 0.1 0.0
H 5.598 3.576 0.658 0.0 0.0 0.0
H 3.851 3.484 0.369 0.1 0.0 0.0
H 4.966 3.566 -1.007 0.0 0.0 0.0
```
Forces are in eV/Å.

Molecular formula: C8H4F6NO4S4Sn
Method: DFT, ωB97M-V/def2-TZVPD

Energy above the lowest of the compared OMol25 structures with the same formula, charge and spin (kcal per mole): 0.00
E_HOMO (eV): -13.38
E_LUMO (hartree): -0.270
Kohn-Sham gap (Eh): 0.22186
Net charge: +1

```
28
Properties=species:S:1:pos:R:3:forces:R:3
Sn 0.085 0.754 0.921 0.1 0.0 0.1
F 0.860 -2.154 4.179 -0.1 0.0 0.0
C 1.676 -2.079 3.149 0.1 0.0 0.0
F 2.105 -0.813 3.023 0.0 0.0 0.0
F 2.708 -2.876 3.316 0.0 0.0 0.0
S 0.767 -2.537 1.608 0.0 0.0 -0.1
O -0.157 -1.380 1.431 0.0 0.0 0.1
O 0.147 -3.784 1.834 0.0 0.0 0.0
N 1.843 -2.579 0.480 0.0 0.1 0.0
S 2.312 -1.390 -0.418 0.0 -0.2 0.0
O 1.907 -0.064 0.140 0.0 0.1 0.0
O 2.070 -1.558 -1.804 0.0 0.0 0.0
C 4.140 -1.366 -0.144 -0.1 0.0 0.0
F 4.635 -0.327 -0.793 0.0 0.0 0.0
F 4.649 -2.486 -0.608 0.0 -0.1 0.0
F 4.385 -1.251 1.151 0.0 0.0 0.1
S 0.342 2.260 -1.244 0.0 0.0 -0.1
C -1.255 2.553 -1.549 0.0 0.1 0.0
C -1.634 3.785 -2.186 0.0 0.0 0.0
C -2.919 4.013 -2.530 0.0 0.0 0.0
C -3.947 3.059 -2.219 0.0 0.0 0.0
C -3.667 1.908 -1.565 0.0 0.0 0.0
C -2.322 1.588 -1.202 -0.1 0.0 0.0
S -2.034 0.162 -0.396 0.0 -0.1 -0.1
H -0.855 4.502 -2.403 0.0 0.0 0.0
H -3.189 4.929 -3.037 0.0 0.0 0.0
H -4.968 3.280 -2.500 0.0 0.0 0.0
H -4.449 1.207 -1.309 0.0 0.0 0.0
```
Forces are in eV/Å.

Number 2 is which compound? C8H4F6NO4S4Sn